# 1
Computed, not measured: a molecular structure, C21H54AlO4, with the ωB97M-V functional and the def2-TZVPD basis.

```
80
Properties=species:S:1:pos:R:3:mulliken_charge:R:1
C -1.74 0.42 0.87 -1.233
C -3.12 -0.48 1.20 0.683
C -3.22 -1.66 0.08 -1.054
C -3.04 -0.90 2.76 -0.687
C -3.26 -2.44 3.18 -0.365
Al -1.66 -3.00 4.40 0.017
H -1.76 0.83 -0.24 0.272
H -0.79 -0.22 1.11 0.256
H -1.77 1.32 1.65 0.276
H -4.03 0.28 1.06 0.226
H -2.50 -2.58 0.24 0.244
H -2.91 -1.18 -0.97 0.305
H -4.34 -2.03 -0.08 0.149
H -3.85 -0.25 3.35 0.130
H -2.00 -0.54 3.21 0.266
H -4.22 -2.51 3.88 0.238
H -3.41 -3.23 2.34 -0.020
H -1.59 -4.59 4.54 -0.245
H -1.89 -2.44 5.89 -0.246
H -0.27 -2.42 3.89 -0.217
C -6.82 -5.99 -3.36 -0.999
C -6.05 -6.91 -2.42 -0.329
O -4.78 -6.40 -2.05 -0.442
C -4.77 -5.16 -1.35 -0.228
C -5.52 -5.19 -0.03 -0.939
H -6.23 -5.77 -4.25 0.272
H -7.77 -6.46 -3.66 0.377
H -7.06 -5.04 -2.88 0.259
H -5.87 -7.86 -2.93 0.329
H -6.64 -7.15 -1.53 0.298
H -5.14 -4.36 -2.00 0.286
H -3.72 -4.92 -1.15 0.233
H -6.59 -5.39 -0.18 0.307
H -5.43 -4.23 0.49 0.307
H -5.13 -5.98 0.61 0.269
C 2.69 1.69 -1.38 -0.952
C 1.32 1.79 -2.03 -0.336
O 0.33 2.38 -1.19 -0.381
C 0.58 3.72 -0.77 -0.135
C 0.69 4.71 -1.92 -1.102
H 2.63 1.15 -0.43 0.281
H 3.39 1.17 -2.05 0.330
H 3.10 2.68 -1.17 0.241
H 0.96 0.78 -2.25 0.334
H 1.37 2.32 -2.99 0.295
H 1.46 3.76 -0.13 0.161
H -0.27 4.01 -0.14 0.326
H 1.54 4.49 -2.56 0.295
H 0.82 5.73 -1.54 0.320
H -0.21 4.68 -2.54 0.317
C 5.50 -2.48 -4.02 -1.025
C 6.40 -1.64 -3.14 -0.320
O 5.77 -1.17 -1.95 -0.419
C 5.28 -2.16 -1.05 -0.270
C 6.37 -3.08 -0.52 -1.078
H 4.59 -1.93 -4.28 0.264
H 6.01 -2.77 -4.94 0.383
H 5.18 -3.40 -3.51 0.265
H 6.71 -0.75 -3.70 0.330
H 7.32 -2.18 -2.88 0.307
H 4.47 -2.74 -1.52 0.310
H 4.83 -1.63 -0.21 0.308
H 6.83 -3.67 -1.31 0.263
H 5.95 -3.78 0.22 0.390
H 7.16 -2.50 -0.03 0.293
C 2.00 5.30 3.44 -0.984
C 2.91 6.09 2.50 -0.375
O 2.21 6.78 1.47 -0.409
C 1.27 7.76 1.89 -0.303
C 1.88 8.88 2.70 -1.066
H 1.39 4.60 2.87 0.221
H 2.60 4.75 4.17 0.395
H 1.33 5.96 3.99 0.262
H 3.59 5.38 2.00 0.342
H 3.55 6.78 3.06 0.357
H 0.44 7.28 2.43 0.316
H 0.83 8.18 0.98 0.312
H 2.30 8.52 3.64 0.264
H 1.12 9.64 2.94 0.388
H 2.69 9.36 2.14 0.287
```

Output
frontier orbital gap = 6.6 eV
E = -1375.7476 hartree
total charge = -1

=====

# 2
Computed, not measured: 6 unconnected molecules or ions with the total composition C27H63FNO13, with the ωB97M-V functional and the def2-TZVPD basis.

```
105
Properties=species:S:1:pos:R:3:mulliken_charge:R:1
C 0.15 -5.96 0.00 -1.348
N 0.12 -4.63 0.61 0.164
C 1.16 -4.59 1.66 -0.989
C 0.77 -3.75 2.88 0.635
O 0.42 -4.59 3.99 -0.670
C 0.43 -3.63 -0.45 0.805
C -0.76 -3.45 -1.43 -0.963
C -2.11 -3.73 -0.80 0.793
F -3.09 -2.88 -1.38 -0.358
C 0.78 -2.26 0.16 -0.566
O -0.08 -1.77 0.92 -0.354
O 1.86 -1.75 -0.19 -0.794
H -0.47 -5.99 -0.89 0.401
H 1.17 -6.25 -0.30 0.436
H -0.23 -6.70 0.71 0.339
H 1.31 -5.60 2.03 0.568
H 2.11 -4.23 1.25 0.305
H -0.05 -3.08 2.63 -0.644
H 1.61 -3.12 3.17 0.255
H -0.46 -4.35 4.27 0.371
H 1.30 -3.99 -1.02 0.479
H -0.59 -4.11 -2.28 0.250
H -0.78 -2.41 -1.77 0.274
H -2.11 -3.52 0.27 -0.621
H -2.46 -4.75 -0.98 0.248
C -4.62 -0.13 4.12 -0.774
O -3.42 0.30 3.51 -0.229
C -2.26 0.11 4.31 -1.005
C -1.48 -1.09 3.84 0.192
O -2.19 -2.31 4.07 -0.450
C -2.81 -2.81 2.89 0.527
H -5.39 -0.13 3.35 0.166
H -4.52 -1.14 4.52 0.346
H -4.92 0.55 4.92 0.283
H -2.53 0.03 5.37 0.431
H -1.64 1.01 4.19 0.400
H -0.54 -1.15 4.40 0.356
H -1.23 -1.00 2.78 0.053
H -2.05 -3.18 2.19 -0.658
H -3.40 -2.04 2.39 -0.003
H -3.46 -3.63 3.19 0.378
C 0.04 3.76 -2.72 -0.704
O 1.34 3.31 -2.42 -0.404
C 1.81 3.75 -1.15 -0.139
C 1.69 2.68 -0.09 -0.529
O 0.33 2.40 0.20 -0.446
C -0.11 1.18 -0.41 -0.223
H -0.30 3.23 -3.61 0.258
H -0.66 3.56 -1.91 0.251
H 0.04 4.84 -2.94 0.359
H 1.27 4.66 -0.84 0.286
H 2.86 4.01 -1.28 0.120
H 2.15 3.06 0.83 0.405
H 2.22 1.78 -0.39 0.249
H 0.34 0.31 0.07 0.322
H 0.11 1.18 -1.48 0.338
H -1.19 1.13 -0.28 -0.287
C -5.59 -1.00 -0.46 -0.643
O -5.35 0.00 0.52 -0.469
C -4.06 0.60 0.40 0.303
C -4.15 1.96 -0.25 -0.660
O -4.57 1.89 -1.61 -0.362
C -5.93 2.21 -1.79 -0.741
H -6.65 -1.27 -0.40 0.322
H -5.38 -0.63 -1.47 0.321
H -4.99 -1.89 -0.28 0.145
H -3.39 -0.05 -0.17 0.225
H -3.66 0.71 1.40 0.114
H -3.16 2.42 -0.24 0.285
H -4.83 2.61 0.32 0.369
H -6.11 3.28 -1.64 0.299
H -6.57 1.64 -1.11 0.306
H -6.20 1.96 -2.82 0.250
C 2.82 6.47 2.37 -0.866
O 3.65 5.65 1.59 -0.251
C 4.39 6.36 0.60 -0.322
C 5.82 6.56 1.02 -0.650
O 5.93 7.42 2.15 -0.370
C 6.14 6.72 3.37 -0.677
H 2.45 5.87 3.20 0.264
H 3.36 7.33 2.77 0.377
H 1.96 6.82 1.79 0.321
H 3.91 7.33 0.39 0.365
H 4.37 5.77 -0.32 0.266
H 6.37 7.04 0.20 0.382
H 6.29 5.59 1.23 0.349
H 7.16 6.30 3.40 0.323
H 5.42 5.92 3.50 0.282
H 6.04 7.44 4.18 0.237
C 4.28 -3.35 -5.32 -0.625
O 3.16 -2.96 -6.09 -0.386
C 2.01 -3.75 -5.85 -0.637
C 1.04 -3.06 -4.91 -0.595
O 1.58 -2.92 -3.61 0.022
C 2.05 -1.61 -3.31 -1.022
H 5.05 -2.59 -5.45 0.232
H 4.03 -3.43 -4.26 0.216
H 4.68 -4.31 -5.67 0.331
H 2.29 -4.72 -5.43 0.324
H 1.52 -3.92 -6.81 0.383
H 0.14 -3.67 -4.83 0.330
H 0.75 -2.08 -5.32 0.400
H 1.20 -0.92 -3.19 0.346
H 2.71 -1.24 -4.10 0.509
H 2.58 -1.66 -2.37 0.189
```

Output
frontier orbital gap = 7.6 eV
E = -2199.1288 hartree
total charge = -1

=====

# 3
Computed, not measured: a single CO2S molecule, with the ωB97M-V functional and the def2-TZVPD basis.

```
4
Properties=species:S:1:pos:R:3:mulliken_charge:R:1
C -0.20 -0.03 -0.24 0.718
O -1.19 0.29 -0.84 -0.434
O 1.00 -0.37 -0.40 -0.297
S 0.38 0.11 1.47 0.013
```

Output
frontier orbital gap = 8.2 eV
E = -586.6991 hartree
SMILES = O=C1OS1
total charge = 0

=====

# 4
Computed, not measured: a molecular structure, C7H12O5S2Tb, with the ωB97M-V functional and the def2-TZVPD basis.

```
27
Properties=species:S:1:pos:R:3:mulliken_spin:R:1
O -1.46 -1.02 2.22 0.847
C -0.43 -0.87 2.92 -0.063
O -0.64 -0.75 4.30 0.139
C 1.07 -0.86 2.42 0.052
C 1.35 0.05 1.14 -0.012
C 0.46 -0.30 -0.15 0.026
C 1.30 -0.52 -1.48 -0.011
O 0.61 -1.25 -2.52 0.000
S -1.03 -0.97 -2.56 0.000
O -1.76 -2.12 -1.95 0.002
O -1.50 -0.82 -3.97 0.000
C -1.55 0.53 -1.62 -0.003
C -0.61 0.88 -0.34 -0.056
S 0.21 2.54 -0.76 0.102
H -1.31 -1.47 4.49 -0.006
H 1.68 -0.42 3.28 0.010
H 1.49 -1.91 2.26 -0.002
H 1.26 1.13 1.47 -0.002
H 2.45 -0.10 0.87 0.008
H -0.05 -1.30 0.08 0.005
H 2.21 -1.15 -1.21 0.000
H 1.72 0.44 -1.93 0.000
H -2.59 0.32 -1.20 -0.001
H -1.69 1.43 -2.31 -0.004
H -1.28 0.98 0.56 0.001
H -0.80 3.45 -1.06 -0.063
Tb 0.87 4.08 -2.94 5.029
```

Output
frontier orbital gap (spin up / spin down) = 6.9 / 3.6 eV
<S²> = 12.828
2S+1 = 7
E = -2269.4925 hartree
total charge = +3

=====

# 5
Computed, not measured: a molecular structure, C30H48MoP2, with the ωB97M-V functional and the def2-TZVPD basis.

```
81
Properties=species:S:1:pos:R:3:mulliken_spin:R:1
Mo 0.17 -0.75 1.65 2.671
C -0.77 -2.50 2.59 0.007
C 0.55 -2.84 2.10 0.045
C 0.77 -1.18 3.73 -0.146
C -0.65 -1.47 3.57 0.145
C 1.50 -2.03 2.84 -0.019
C -2.05 -3.19 2.19 -0.010
H -1.97 -3.61 1.18 0.005
H -2.89 -2.50 2.20 -0.008
H -2.28 -4.01 2.88 0.000
C -1.75 -0.82 4.35 0.037
H -2.72 -1.02 3.89 -0.020
H -1.61 0.26 4.38 0.004
H -1.77 -1.19 5.38 0.003
C 1.33 -0.18 4.69 0.031
H 1.46 -0.62 5.69 -0.002
H 0.67 0.68 4.78 -0.008
H 2.31 0.18 4.36 -0.010
C 2.99 -2.14 2.75 -0.009
H 3.38 -2.82 3.52 0.000
H 3.47 -1.17 2.89 -0.008
H 3.30 -2.54 1.78 0.003
C 0.89 -3.97 1.18 0.046
H 1.11 -4.89 1.75 0.005
H 1.77 -3.74 0.58 -0.009
H 0.06 -4.19 0.50 -0.008
C -1.64 0.78 -5.23 0.001
C -1.71 -0.56 -5.24 0.000
C -0.87 -1.56 -5.99 0.000
C 0.48 -1.08 -6.56 0.000
C 1.42 -0.56 -5.50 0.000
C 1.48 0.66 -4.95 0.001
C 0.65 1.89 -5.23 0.000
C -0.69 1.69 -5.97 -0.001
H -1.47 -1.98 -6.82 0.000
H 0.31 -0.34 -7.34 0.000
H -0.68 -2.41 -5.32 0.000
H -0.51 1.34 -6.98 0.000
H -2.35 1.29 -4.57 0.000
H -2.48 -1.01 -4.62 0.000
H -1.16 2.67 -6.06 0.000
H 0.45 2.37 -4.26 0.000
H 2.24 0.81 -4.19 -0.001
H 1.26 2.61 -5.79 0.000
H 0.95 -1.93 -7.06 0.000
H 2.12 -1.30 -5.11 0.000
P -1.04 -0.45 -0.26 -0.202
C -2.67 0.41 -0.29 0.035
C -1.33 -1.82 -1.45 0.041
P 1.53 0.08 0.03 -0.170
C 0.18 0.66 -1.11 0.098
C 2.58 -1.02 -1.02 0.038
C 2.65 1.51 0.30 0.012
H -2.64 1.18 0.48 -0.006
H -3.45 -0.31 -0.05 0.003
H -2.87 0.85 -1.27 0.003
H -1.47 -1.45 -2.47 -0.001
H -2.22 -2.38 -1.15 0.005
H -0.47 -2.51 -1.43 -0.019
H 2.93 2.00 -0.64 0.000
H 3.56 1.16 0.80 -0.001
H 2.14 2.21 0.96 -0.007
H -0.06 1.69 -0.84 0.002
H 0.32 0.56 -2.19 -0.020
H 3.53 -1.19 -0.51 0.003
H 2.77 -0.57 -2.00 0.001
H 2.08 -1.98 -1.14 -0.015
C -0.22 1.48 2.31 -0.334
C -0.64 2.69 3.22 -0.008
C -0.93 2.70 4.62 -0.058
C -1.26 3.88 5.29 0.020
C -1.30 5.09 4.62 -0.076
C -1.01 5.12 3.26 0.024
C -0.68 3.95 2.57 -0.045
H -0.48 1.85 1.31 -0.011
H 0.86 1.65 2.45 -0.061
H -0.91 1.86 5.28 0.001
H -1.47 3.86 6.35 0.000
H -1.54 6.00 5.15 -0.002
H -1.02 6.07 2.73 0.000
H -0.46 4.04 1.52 0.002
```

Output
frontier orbital gap (spin up / spin down) = 4.3 / 5.4 eV
<S²> = 2.466
2S+1 = 3
E = -1922.1460 hartree
total charge = +2

=====

# 6
Computed, not measured: a gas-phase ion, C4H10N2 (charge +2), with the ωB97M-V functional and the def2-TZVPD basis.

```
16
Properties=species:S:1:pos:R:3:mulliken_charge:R:1
C 0.08 0.06 -0.56 -0.663
C -0.40 -0.09 -1.66 0.432
C 0.76 -0.98 1.53 -1.398
C 0.54 0.31 0.74 0.339
N -0.76 -0.48 -2.95 -0.227
N -0.32 1.30 1.54 -0.378
H -0.07 -1.61 1.64 0.403
H 1.06 -0.68 2.54 0.442
H 1.51 -1.55 1.02 0.413
H 1.63 0.68 0.50 0.215
H -1.81 -0.23 -3.14 0.451
H -0.52 -1.43 -3.06 0.372
H -0.06 -0.10 -3.64 0.418
H -1.29 1.29 1.65 0.368
H -0.26 2.32 1.26 0.408
H -0.09 1.21 2.59 0.404
```

Output
frontier orbital gap = 12.0 eV
E = -267.1561 hartree
SMILES = C[C@H]([NH3+])C#C[NH3+]
total charge = +2

=====

# 7
Computed, not measured: a molecular structure, C20H15ClIrN2O5, with the ωB97M-V functional and the def2-TZVPD basis.

```
44
Properties=species:S:1:pos:R:3:mulliken_spin:R:1
Ir 0.04 -0.08 0.11 2.776
O -0.53 0.17 6.33 0.002
C -0.37 0.18 4.99 0.005
C 0.85 0.44 4.39 0.009
C 0.94 0.42 3.01 0.030
N -0.13 0.16 2.27 0.072
C -1.32 -0.09 2.82 0.015
C -1.48 -0.09 4.19 -0.001
C -2.48 -0.38 1.86 0.016
O -3.57 -0.65 2.35 0.019
O -2.17 -0.31 0.62 0.122
C 2.25 0.69 2.27 -0.013
O 3.24 0.90 2.95 0.013
O 2.15 0.64 1.00 0.094
H 0.31 0.37 6.75 0.000
H 1.75 0.66 4.96 0.001
H -2.46 -0.31 4.61 0.001
Cl -0.95 2.59 -1.51 0.038
C 0.44 1.46 -1.27 0.219
H 1.28 2.06 -0.93 0.008
H 0.65 1.04 -2.25 0.015
C 0.61 -4.09 3.39 0.044
C 1.67 -3.32 2.91 -0.023
C 1.58 -2.68 1.69 0.053
C 0.41 -2.80 0.93 -0.031
C -0.65 -3.57 1.40 0.039
C -0.54 -4.21 2.63 -0.023
N 0.28 -2.05 -0.26 0.397
C -0.05 -2.70 -1.45 -0.071
C -0.72 -2.02 -2.46 0.119
C -1.00 -2.64 -3.67 -0.015
C -0.62 -3.95 -3.89 0.048
C 0.03 -4.65 -2.88 -0.027
C 0.32 -4.03 -1.67 0.048
H 0.68 -4.57 4.35 0.003
H 2.57 -3.21 3.51 -0.001
H 2.38 -2.06 1.32 -0.011
H -1.56 -3.63 0.82 0.003
H -1.38 -4.79 3.00 0.000
H -1.06 -1.00 -2.28 0.002
H -1.53 -2.08 -4.44 0.000
H -0.85 -4.44 -4.83 0.004
H 0.33 -5.68 -3.03 -0.001
H 0.84 -4.58 -0.90 0.001
```

Output
frontier orbital gap (spin up / spin down) = 7.0 / 7.0 eV
<S²> = 6.015
2S+1 = 5
E = -1821.4173 hartree
total charge = -1

=====

# 8
Computed, not measured: a molecular structure, C42H35AuBrNP2, with the ωB97M-V functional and the def2-TZVPD basis.

```
82
Properties=species:S:1:pos:R:3:mulliken_charge:R:1
Au -0.12 0.48 0.85 0.373
C -0.27 1.28 -2.60 -1.719
N 0.11 -0.10 -2.75 0.416
C 1.37 -0.43 -2.20 -2.094
P 1.61 -0.52 -0.31 2.610
C 3.12 0.36 0.06 0.239
C 3.28 1.23 1.14 -0.241
C 4.50 1.84 1.35 -0.818
C 5.56 1.60 0.49 -0.574
C 5.42 0.72 -0.58 -0.867
C 4.20 0.11 -0.80 -0.232
C 1.85 -2.25 0.09 0.163
C 0.88 -3.18 -0.31 -0.228
C 1.05 -4.53 -0.04 -1.028
C 2.19 -4.95 0.64 -0.749
C 3.14 -4.03 1.05 -0.868
C 2.98 -2.68 0.77 -0.898
C -0.70 -1.03 -3.45 2.082
C -0.43 -2.40 -3.42 -0.678
C -1.24 -3.29 -4.11 -0.888
C -2.34 -2.85 -4.82 -0.791
C -2.61 -1.49 -4.86 -0.638
C -1.80 -0.58 -4.19 -0.757
P -1.22 1.40 -1.05 2.199
C -1.64 3.12 -0.71 0.397
C -0.89 4.15 -1.27 -0.545
C -1.19 5.47 -0.95 -0.836
C -2.23 5.75 -0.08 -0.562
C -2.98 4.72 0.48 -0.774
C -2.68 3.41 0.17 -0.389
C -2.73 0.45 -1.26 0.624
C -3.81 1.04 -1.91 -0.504
C -4.95 0.30 -2.17 -0.843
C -5.01 -1.03 -1.78 -0.655
C -3.94 -1.62 -1.12 -0.676
C -2.81 -0.88 -0.85 -0.156
H -0.79 1.69 -3.47 0.523
H 0.64 1.88 -2.49 0.644
H 2.13 0.30 -2.49 0.614
H 1.71 -1.41 -2.54 0.755
H 2.46 1.41 1.82 0.200
H 4.62 2.51 2.19 0.488
H 6.52 2.08 0.66 0.423
H 6.25 0.52 -1.24 0.455
H 4.11 -0.58 -1.63 0.413
H -0.01 -2.86 -0.84 0.622
H 0.31 -5.24 -0.36 0.483
H 2.32 -6.00 0.85 0.453
H 4.02 -4.37 1.58 0.472
H 3.73 -1.98 1.10 0.490
H 0.42 -2.80 -2.88 0.303
H -1.00 -4.35 -4.08 0.442
H -2.97 -3.55 -5.35 0.440
H -3.45 -1.11 -5.42 0.457
H -2.04 0.47 -4.25 0.175
H -0.08 3.95 -1.96 0.330
H -0.62 6.27 -1.39 0.463
H -2.47 6.78 0.16 0.441
H -3.79 4.95 1.16 0.449
H -3.27 2.61 0.61 0.444
H -3.77 2.08 -2.22 0.508
H -5.79 0.76 -2.68 0.462
H -5.90 -1.61 -1.98 0.450
H -4.00 -2.66 -0.82 0.488
H -1.97 -1.36 -0.35 -0.240
Br -0.01 2.83 2.27 -0.052
C 0.32 1.85 3.88 0.921
C 0.40 2.57 5.04 -0.744
C 0.58 1.90 6.26 -0.725
C 0.62 0.54 6.29 -0.877
C 0.52 -0.22 5.09 0.740
C 0.47 -1.63 5.16 -0.647
C 0.32 -2.37 4.03 -1.307
C 0.31 -1.73 2.78 0.170
C 0.32 -0.37 2.64 0.287
C 0.42 0.43 3.83 -0.136
H 0.31 3.65 5.01 0.466
H 0.64 2.48 7.17 0.417
H 0.69 0.01 7.23 0.421
H 0.53 -2.10 6.13 0.434
H 0.26 -3.45 4.09 0.464
H 0.32 -2.35 1.90 0.425
```

Output
frontier orbital gap = 5.3 eV
E = -5068.1323 hartree
total charge = +2

=====

In order of appearance, maximum force = 2.6, 0.7, 3.3, 8.2, 5.8, 4.8, 0.2, 0.7 eV/A.